Density functional theory data (ωB97M-V/def2-TZVPD) for an isolated molecule of C7H16O2 in a non-equilibrium geometry.

The HOMO energy is -0.33811 Eh. The SMILES is CC(C)(C)[C@](C)(O)CO.

XYZ file:
```
25
Properties=species:S:1:pos:R:3:forces:R:3
C 1.60969 -1.29732 0.48701 -1.246 1.560 0.234
C -0.90531 -1.44788 -1.21076 0.207 0.060 -0.142
H -2.35204 0.65381 -1.23315 0.163 -0.187 -0.101
H 0.11106 -0.71310 2.52016 0.000 -0.003 -0.189
C 1.31592 1.23977 0.69709 -0.220 0.140 -0.122
H 2.02725 1.41943 -0.11445 0.051 -0.121 0.098
H -1.11183 1.71529 -1.88185 0.151 -0.152 0.087
H -2.23328 1.64269 0.65647 0.387 0.250 -0.231
H -0.81750 0.69658 2.08389 0.014 -0.073 -0.153
H 0.69446 2.13263 0.79514 -0.073 -0.139 -0.080
H 1.10160 0.96812 -1.85430 -0.147 -0.308 -0.017
O 0.70544 0.08926 -1.95302 0.077 0.166 0.085
C 0.48110 -0.03650 0.47958 2.432 -2.263 0.408
C -0.21359 -0.11805 -0.88553 -1.882 2.039 -0.174
C -0.43726 -0.25152 1.69199 -0.060 0.129 0.085
C -1.38421 1.11455 -1.00890 0.700 -1.285 -0.273
H -0.17716 -2.21769 -1.48480 0.014 0.179 0.191
H 2.34576 -1.18554 -0.31442 -0.312 0.051 -0.006
H 1.12040 -2.27034 0.40839 -0.025 0.136 -0.044
H -1.55290 -1.33352 -2.08737 0.072 0.142 0.171
H -1.51307 -1.81940 -0.38464 0.039 0.079 -0.044
H 2.15193 -1.27199 1.43773 -0.161 0.098 -0.050
O -1.56881 2.02185 0.05990 -0.171 -0.322 0.413
H 1.89473 1.16105 1.62384 -0.048 -0.145 -0.155
H -1.29236 -0.89219 1.47198 0.040 -0.031 0.007
```
Positions in Å, forces in eV/Å.

Results of the Löwdin charge analysis, in e, for atoms 1 through 8: C -0.02; C -0.03; H 0.11; H 0.08; C -0.05; H 0.08; H 0.12; H 0.09

Density functional theory data (ωB97M-V/def2-TZVPD) for a cluster of 3 separate species, C7H16O3 in total in a non-equilibrium geometry.

The HOMO energy is -0.31683 Eh. The SMILES is C=C/C=C/CCCO.O.O.

XYZ file:
```
26
Properties=species:S:1:pos:R:3:forces:R:3
H -0.66636 0.39798 -3.45193 -0.576 0.089 -0.181
H 1.27040 -1.08080 3.81360 -0.789 -0.110 -0.343
C -0.24415 0.21814 1.64898 -1.202 0.507 -1.036
C 0.97629 0.58401 2.37323 -1.639 -1.267 -0.082
O -0.11053 1.94842 -2.42791 0.340 -0.512 -0.229
H 1.34225 1.54975 2.04778 0.517 -0.066 0.284
H 3.15232 -1.08193 -0.03238 0.513 -0.172 0.673
H 0.76300 -2.64087 0.46488 -0.154 -0.265 0.028
H -0.82060 -0.57795 -1.46064 -0.141 -0.142 0.141
H 2.66437 -0.20596 -1.13921 -0.286 -0.215 -0.051
H 0.18652 -3.90623 1.21042 0.099 0.792 -0.949
H -2.44414 1.71455 -0.22461 -0.052 0.010 -0.275
H 0.05656 1.62913 0.18396 -0.042 0.391 -0.011
H -0.96924 -0.54796 1.92003 0.569 -0.254 0.717
C -1.63907 0.13260 -1.59613 0.398 0.566 0.383
H 2.36723 0.35008 3.81807 -0.089 -0.249 0.225
H -2.51116 -0.44618 -1.90459 -0.001 0.139 -0.232
H -2.56271 0.07045 0.36836 -0.068 0.032 -0.117
H -0.41560 2.67101 -1.90812 -0.493 0.849 0.637
C -1.91884 0.75601 -0.19119 0.117 -0.585 -0.182
C 1.47795 -0.11434 3.38786 1.926 1.280 0.105
O 0.14062 -3.38025 0.37854 0.063 -0.423 0.846
O 2.50592 -1.06660 -0.72583 -0.308 0.353 -0.554
C -1.17302 1.06362 -2.74078 0.332 -1.057 -0.118
C -0.66015 0.92253 0.58677 0.992 0.120 0.175
H -1.99899 1.56047 -3.25485 -0.025 0.189 0.146
```
Positions in Å, forces in eV/Å.

Results of the Löwdin charge analysis, in e, for atoms 1 through 8: H 0.12; H 0.05; C -0.12; C -0.20; O -0.07; H 0.10; H 0.02; H 0.01

Density functional theory data (ωB97M-V/def2-TZVPD) for a cluster of 2 separate species, C7H16Si in total in a non-equilibrium geometry.

The HOMO energy (spin up / spin down) is -0.30206 / -0.29277 Eh.

XYZ file:
```
24
Properties=species:S:1:pos:R:3:forces:R:3
H -0.09059 -1.14444 0.55963 0.470 0.609 1.362
H 0.50287 -1.08026 -2.88995 3.211 -0.409 -2.120
C 0.39991 1.03363 1.06720 -0.405 -1.139 0.025
C 1.93774 1.07559 1.21541 1.457 -1.072 -1.680
H 2.36645 0.20719 0.58330 -0.481 1.699 0.072
H 0.76671 2.63648 -1.17024 -0.063 0.104 -0.277
H 2.41211 2.10182 0.91724 -0.805 -1.993 0.571
H -1.46993 2.26679 -0.30763 -1.037 0.349 -0.338
H -0.10696 -3.49056 -2.09969 -2.028 -0.144 -0.635
C -1.15666 -3.17166 -2.50036 4.659 1.949 1.392
H -1.90756 -3.77829 -2.20388 -2.318 -1.833 1.364
H -1.25927 1.80713 2.21239 -1.259 0.287 -0.280
H -2.07880 -1.54632 -1.32933 0.942 0.285 -1.011
H 0.29903 -0.60939 2.33391 1.131 -1.287 1.241
H -1.09283 -3.21658 -3.52316 0.188 -0.247 -2.633
C -0.31088 -0.84620 -2.36029 -3.104 2.812 3.478
H -1.18176 -0.37798 1.66816 -2.083 0.386 0.174
H 2.37768 0.68527 2.15938 -0.858 0.918 0.188
C -1.24208 -1.72084 -2.07147 -1.546 -0.266 1.661
C -0.17243 -0.41298 1.42308 1.479 0.864 -3.247
C -0.20644 1.89461 2.16216 1.513 -0.095 0.478
H 0.13275 1.31370 3.07430 -0.022 1.634 -0.317
Si -0.20755 1.67569 -0.63018 1.184 -2.653 -0.402
H 0.11973 2.95469 2.01683 -0.224 -0.758 0.934
```
Positions in Å, forces in eV/Å.

Results of the Löwdin charge analysis, in e, for atoms 1 through 8: H 0.08; H -0.04; C -0.78; C -0.14; H 0.10; H -0.08; H 0.10; H -0.08

Density functional theory data (ωB97M-V/def2-TZVPD) for a cluster of 2 separate species, C7H17BBrO6S in total in a non-equilibrium geometry.

The HOMO energy is -0.09198 Eh. Its charge is -1.

XYZ file:
```
33
Properties=species:S:1:pos:R:3:forces:R:3
O 0.14052 -2.43375 -1.35454 -0.317 -0.059 0.192
O -1.58083 -0.82539 -1.36005 0.774 0.085 -0.120
H -6.29894 0.16744 2.36495 0.989 -0.482 -0.105
O -4.50720 1.23634 0.80489 -1.100 -0.719 0.036
H 0.34096 1.20327 1.99552 -0.126 -0.210 -0.095
C 2.25198 1.86670 -0.34024 0.680 -0.755 -0.891
O 3.80447 0.49103 -1.62598 -0.658 -0.464 -0.152
H 3.73625 -0.83637 1.14544 0.284 0.050 0.201
B -0.49900 -1.39550 -0.70127 0.466 0.434 -0.328
H 4.88670 0.37414 0.62831 0.274 -0.167 -0.074
H -4.41917 -0.78744 0.85463 -0.463 0.066 1.331
S 0.08265 -0.90217 0.97339 3.577 -0.416 -2.411
H 0.98940 -2.59693 -0.93342 -0.126 -0.166 0.178
H 2.32094 1.58163 -2.50972 0.211 0.040 0.088
C 4.55718 -0.64996 0.44721 -1.306 0.042 -0.167
Br -1.94738 -0.84175 2.38869 -3.214 0.226 2.270
C 0.57276 0.85921 0.98002 -0.780 -0.403 0.612
H 4.66727 -1.34152 -1.57016 -0.269 0.089 -0.223
C 3.94601 -0.76251 -0.97956 1.501 -0.413 0.530
O -6.99223 -1.20674 1.03749 0.759 0.874 -0.166
H 3.01047 -1.32616 -0.93009 -0.064 0.255 -0.146
H 1.48712 2.62178 -0.55484 -0.021 -0.022 0.288
H -5.19418 -0.11008 -0.53830 -1.019 0.515 0.000
H 5.34485 -1.38250 0.62123 0.085 0.153 -0.074
H 3.21828 2.33915 -0.14072 -0.217 0.234 0.099
C 2.48379 0.99280 -1.59981 -0.423 0.769 0.494
O 1.95232 1.05585 0.78058 -0.290 0.672 -0.292
H -1.40750 0.12159 -1.39360 -0.627 0.101 0.224
C -4.99209 0.10026 0.52933 4.905 0.581 -2.508
C -6.52007 -0.06400 1.30653 -4.391 -0.710 2.410
H -7.08592 0.82027 0.95639 0.444 -0.056 -0.953
H -0.06911 1.42627 0.29993 0.209 0.005 -0.121
H 1.71970 0.20508 -1.58222 0.254 -0.149 -0.128
```
Positions in Å, forces in eV/Å.

Results of the Löwdin charge analysis, in e, for atoms 1 through 8: O 0.08; O 0.09; H 0.12; O -0.04; H 0.07; C -0.18; O -0.14; H 0.06

| no. | energy (hartree) |
| --- | --- |
| 1 | -426.7601 |
| 2 | -501.9644 |
| 3 | -565.5847 |
| 4 | -3725.3344 |